{"formula": "C4H8N2O", "method": "ωB97M-V/def2-TZVPD", "species": ["O", "N", "H", "C", "N", "H", "H", "H", "C", "H", "H", "H", "C", "C", "H"], "coordinates": [[-1.68935, 1.42981, 0.03095], [0.37462, 0.26035, -2.36758], [-1.66647, -0.24721, -1.10780], [1.26704, 0.19174, 0.74153], [0.15187, 0.86105, -1.30134], [1.82048, -0.62620, 1.19638], [1.24979, 0.61696, -2.77779], [-1.07018, 1.99643, 0.50761], [-0.27352, -0.47732, 0.52508], [0.00159, -2.17863, 1.70760], [1.09407, 0.96108, 1.49673], [1.96693, 0.58400, 0.00464], [-0.97990, 0.34612, -0.49761], [-0.64578, -1.63644, 1.03120], [-1.60119, -2.08173, 0.81041]], "multiplicity": 1, "gap_ev": 9.85}

{"formula": "C4H8N2O", "method": "ωB97M-V/def2-TZVPD", "species": ["C", "O", "H", "C", "C", "H", "H", "N", "H", "H", "H", "C", "H", "N", "H"], "coordinates": [[-1.83736, -1.58182, -0.57841], [2.32084, 0.93187, 1.90575], [-1.61736, 0.89458, 0.11361], [1.67750, 0.83953, 0.87325], [-0.61577, 0.48226, -0.10456], [-0.04203, 1.07623, 1.80474], [-2.11617, -1.79232, 0.48006], [2.26097, 0.57137, -0.33129], [-1.80366, -2.55364, -1.08408], [1.75484, 0.56977, -1.19945], [-0.40047, 0.85399, -1.12870], [-0.52488, -0.99401, -0.27788], [3.26816, 0.56575, -0.34255], [0.30460, 1.06487, 0.85522], [-2.62922, -0.92842, -0.98573]], "multiplicity": 1, "gap_ev": 8.64}

{"formula": "C4H8N2O", "method": "ωB97M-V/def2-TZVPD", "species": ["C", "H", "N", "H", "H", "H", "H", "O", "H", "H", "C", "H", "C", "C", "N"], "coordinates": [[1.09516, 0.43871, 0.40449], [-0.40684, 1.67981, -1.75326], [0.85140, -0.52205, 1.51753], [1.96393, 1.08451, 0.43308], [1.18392, -2.05946, -1.23611], [-0.81648, 3.01698, -0.55311], [1.55889, -0.82135, 2.13778], [0.55856, -2.62056, -1.75312], [-0.20322, -1.93149, -1.73270], [-1.89531, 1.59174, -0.89124], [-0.48417, -0.88213, 1.42299], [-1.05483, -1.25373, 2.35336], [-0.87314, 1.87920, -0.82084], [-0.24306, 0.68874, 0.00037], [-1.23482, -0.28891, 0.47077]], "multiplicity": 1, "gap_ev": 9.68}

{"formula": "C4H8N2O", "method": "ωB97M-V/def2-TZVPD", "species": ["H", "H", "O", "H", "C", "H", "H", "C", "N", "H", "H", "H", "N", "C", "C"], "coordinates": [[-1.74896, -0.07283, 1.08219], [-2.90442, 0.44874, -0.96732], [2.26294, 0.29842, 0.61159], [1.63198, -1.97698, -0.56891], [0.60228, -1.64339, -0.67684], [-1.30064, 0.66825, -1.86071], [2.87008, -0.17055, 1.19972], [-1.13702, 0.20636, 0.22909], [0.05083, -1.04874, 0.29952], [0.51254, 1.62042, -0.18214], [-0.21390, 1.81338, 1.45667], [0.07788, -1.82046, -1.60828], [1.02299, 0.14678, 1.24243], [-1.82552, 0.42305, -0.94519], [0.09896, 1.10754, 0.68817]], "multiplicity": 1, "gap_ev": [6.78, 6.78]}

Energy relative to the best compared isomer or geometry (same formula, charge and spin) values (in kcal/mol) by entry order: 97.2; 87.1; 67.4; 182.9.
E_tot values (in Eh) by entry order: -341.84878; -341.86480; -341.89618; -341.71219.